Record 1
Formula: C24H56I2O16P2S
Source: the Open Molecules 2025 dataset
Level of theory: ωB97M-V/def2-TZVPD

Computed properties:
- maximum force (eV/Å) = 0.86
- structure (SMILES) = CCOCCO[C@H]1OS(=O)(=O)[C@H](I)[C@@H](I)[C@@H]1PP(=O)(O)O.COCCOC.COCCOC.COCCOC.COCCOC
- energy above the lowest of the compared OMol25 structures with the same formula, charge and spin (kcal per mole) = 0.0

Last column: Mulliken charge in e.
Atoms and positions in Å:
C1 4.302 3.086 1.300  -1.5162
C2 3.163 3.172 0.283  0.3100
O1 3.334 2.213 -0.754  -0.1253
C3 3.349 2.715 -2.053  -0.9333
C4 1.949 2.870 -2.695  -0.0622
O2 0.932 2.458 -1.781  -0.3749
C5 -0.324 2.928 -2.033  -0.8429
O3 -1.102 1.768 -2.477  -0.4197
S1 -2.443 2.097 -3.246  1.5133
O4 -2.142 2.619 -4.537  -0.6633
O5 -3.279 0.949 -3.124  -0.6024
C6 -3.156 3.394 -2.211  -0.7925
I1 -3.325 5.271 -3.234  0.1533
C7 -2.507 3.557 -0.836  -1.3042
I2 -3.419 2.068 0.463  0.1171
C8 -0.959 3.401 -0.747  0.5165
P1 -0.103 4.886 0.013  -0.3230
P2 0.725 6.181 -1.511  0.9265
O6 2.185 6.051 -1.648  -0.6157
O7 -0.013 5.986 -2.917  -0.3820
O8 0.310 7.626 -0.965  -0.4991
H1 4.843 2.147 1.218  0.2943
H2 3.887 3.156 2.306  0.3811
H3 4.981 3.931 1.193  0.3691
H4 3.113 4.178 -0.137  0.2421
H5 2.210 2.966 0.776  0.0540
H6 3.855 3.682 -2.119  0.3507
H7 3.909 2.003 -2.658  0.3921
H8 1.905 2.251 -3.594  0.3272
H9 1.779 3.901 -3.010  0.2029
H10 -0.348 3.659 -2.845  0.7153
H11 -4.185 3.071 -2.085  0.5899
H12 -2.846 4.498 -0.427  0.6910
H13 -0.769 2.612 -0.024  0.5835
H14 -1.205 5.652 0.431  0.1117
H15 0.569 6.350 -3.600  0.2932
H16 1.091 8.197 -1.008  0.3640
C9 3.971 -1.409 -0.437  -0.8199
O9 4.396 -0.819 0.777  -0.3881
C10 3.379 -0.792 1.763  -0.3454
C11 3.569 -1.885 2.791  -0.5634
O10 3.442 -3.180 2.221  -0.1168
C12 4.692 -3.792 1.944  -0.7449
H17 4.863 -1.655 -1.013  0.3594
H18 3.405 -2.327 -0.264  0.4242
H19 3.361 -0.702 -1.012  0.2255
H20 2.391 -0.873 1.298  0.2710
H21 3.435 0.179 2.266  0.3663
H22 2.797 -1.786 3.559  0.1757
H23 4.543 -1.777 3.278  0.3880
H24 5.158 -4.151 2.868  0.2875
H25 5.372 -3.103 1.440  0.3171
H26 4.510 -4.642 1.288  0.1712
C13 -6.703 1.885 -3.227  -0.6708
O11 -6.932 2.533 -1.984  -0.3414
C14 -7.287 3.900 -2.113  -0.2833
C15 -8.778 4.119 -1.984  -0.7412
O12 -9.498 3.512 -3.043  -0.3742
C16 -10.074 2.265 -2.697  -0.6840
H27 -6.692 0.813 -3.039  0.2197
H28 -7.489 2.114 -3.949  0.3706
H29 -5.732 2.171 -3.647  0.2305
H30 -6.924 4.302 -3.065  0.3148
H31 -6.785 4.444 -1.304  0.3379
H32 -8.980 5.194 -2.028  0.3949
H33 -9.130 3.747 -1.017  0.3530
H34 -10.959 2.409 -2.068  0.3254
H35 -9.362 1.622 -2.176  0.2861
H36 -10.378 1.778 -3.623  0.2444
C17 2.803 -7.605 -3.233  -0.6961
O13 1.748 -6.925 -2.580  -0.3727
C18 2.008 -6.649 -1.213  -0.8641
C19 2.459 -5.222 -0.994  -0.0425
O14 3.709 -4.957 -1.616  -0.3286
C20 3.580 -4.278 -2.852  -0.7596
H37 2.616 -7.547 -4.304  0.2466
H38 3.772 -7.150 -3.018  0.2979
H39 2.825 -8.660 -2.937  0.3234
H40 2.755 -7.344 -0.818  0.3551
H41 1.075 -6.809 -0.665  0.4003
H42 2.581 -5.053 0.080  0.1834
H43 1.697 -4.526 -1.358  0.3350
H44 3.337 -3.224 -2.679  0.2662
H45 2.807 -4.725 -3.480  0.3902
H46 4.536 -4.337 -3.372  0.2430
C21 0.271 -2.933 4.607  -0.6413
O15 0.695 -2.308 5.806  -0.3010
C22 -0.305 -2.260 6.809  -0.5637
C23 -0.124 -3.349 7.843  -0.4816
O16 -0.294 -4.643 7.290  -0.3801
C24 0.925 -5.299 6.993  -0.6915
H47 1.160 -3.151 4.016  0.0823
H48 -0.257 -3.869 4.799  0.4080
H49 -0.378 -2.262 4.034  0.3097
H50 -1.302 -2.329 6.361  0.3386
H51 -0.224 -1.288 7.305  0.3676
H52 -0.884 -3.225 8.621  0.3748
H53 0.860 -3.259 8.314  0.3180
H54 1.401 -5.664 7.910  0.3197
H55 1.618 -4.643 6.463  0.2839
H56 0.690 -6.152 6.358  0.2474

Record 2
Formula: C2H4O2S2
Source: the Open Molecules 2025 dataset
Level of theory: ωB97M-V/def2-TZVPD

Computed properties:
- maximum force (eV/Å) = 5.19
- structure (SMILES) = O=S(=O)=CCS
- energy above the lowest of the compared OMol25 structures with the same formula, charge and spin (kcal per mole) = 86.4

Last column: Mulliken charge in e.
Atoms and positions in Å:
C1 -1.175 0.410 0.570  -0.1427
C2 0.226 0.518 0.153  -0.6354
O1 -3.534 1.333 -0.241  -0.5241
O2 -1.563 2.577 -0.944  -0.4833
S1 0.584 -0.234 -1.503  -0.1542
S2 -2.098 1.367 -0.429  0.8322
H1 -2.042 -0.572 0.808  0.2742
H2 0.436 1.545 -0.085  0.3576
H3 0.876 0.048 0.880  0.3473
H4 0.042 0.682 -2.256  0.1285

Record 3
Formula: C2H2FHg
Source: the Open Molecules 2025 dataset
Level of theory: ωB97M-V/def2-TZVPD

Computed properties:
- maximum force (eV/Å) = 4.05
- 2S+1 = 2
- energy above the lowest of the compared OMol25 structures with the same formula, charge and spin (kcal per mole) = 0.0

Last column: Mulliken charge in e.
Atoms and positions in Å:
F1 0.720 0.807 -1.455  -0.2628
C1 0.353 -0.348 -0.561  0.0118
C2 -0.652 -0.252 0.276  -0.5720
H1 1.324 -0.825 -0.396  0.2854
H2 -1.624 -0.083 -0.220  0.3672
Hg1 -0.121 0.701 2.356  0.1705

Record 4
Formula: H4N2O2S
Source: the Open Molecules 2025 dataset
Level of theory: ωB97M-V/def2-TZVPD

Computed properties:
- maximum force (eV/Å) = 2.61
- structure (SMILES) = N#S(N)(O)O
- energy above the lowest of the compared OMol25 structures with the same formula, charge and spin (kcal per mole) = 73.3

Last column: Mulliken charge in e.
Atoms and positions in Å:
N1 1.115 1.378 -0.345  -0.6055
N2 0.597 -1.310 -0.343  -0.5546
O1 -1.124 0.429 -1.192  -0.4526
O2 -0.519 0.191 1.316  -0.4832
S1 0.163 0.315 -0.235  0.7112
H1 1.269 -1.290 0.526  0.3457
H2 -0.152 -1.980 -0.084  0.3036
H3 -1.276 1.355 -1.367  0.3725
H4 -0.072 0.912 1.725  0.3629

Record 5
Formula: C33H27FeN7O3S
Source: the Open Molecules 2025 dataset
Level of theory: ωB97M-V/def2-TZVPD

Computed properties:
- maximum force (eV/Å) = 1.15
- 2S+1 = 2
- net charge = -1
- energy above the lowest of the compared OMol25 structures with the same formula, charge and spin (kcal per mole) = 16.2

Last column: Mulliken charge in e.
Atoms and positions in Å:
Fe1 -0.423 -0.001 -0.465  0.0786
O1 -3.612 2.990 -1.911  -0.7488
C1 -2.840 3.574 -2.848  0.2699
C2 -3.374 4.656 -3.550  -0.6625
C3 -2.627 5.305 -4.512  -0.2498
C4 -1.328 4.890 -4.796  -0.7761
C5 -0.802 3.814 -4.108  -0.3585
C6 -1.537 3.136 -3.135  0.0426
C7 -0.954 1.967 -2.417  0.9255
O2 -1.628 1.464 -1.441  -0.7936
N1 0.199 1.518 -2.842  -1.2517
N2 0.591 0.410 -2.100  1.0489
C8 1.659 -0.183 -2.492  -0.4193
C9 2.153 -1.417 -1.928  0.9795
C10 3.357 -1.916 -2.447  -0.6708
C11 3.874 -3.138 -2.072  -0.7604
C12 3.141 -3.905 -1.158  -0.4113
C13 1.959 -3.446 -0.631  -0.6176
C14 1.419 -2.177 -0.967  0.3894
O3 0.309 -1.816 -0.416  -0.5890
H1 -3.029 2.304 -1.487  0.5016
H2 -4.383 4.968 -3.310  0.4255
H3 -3.057 6.146 -5.043  0.3607
H4 -0.738 5.402 -5.544  0.3834
H5 0.201 3.461 -4.309  0.4402
H6 2.200 0.240 -3.336  0.3357
H7 3.888 -1.309 -3.173  0.3191
H8 4.809 -3.494 -2.481  0.3726
H9 3.510 -4.879 -0.856  0.3804
H10 1.396 -4.036 0.081  0.3784
C15 -2.065 1.295 5.296  -1.0974
C16 -0.634 1.208 4.787  -0.3225
N3 -0.440 1.917 3.530  -0.1146
C17 -0.725 1.319 2.328  0.3266
S1 -0.001 2.045 0.928  -0.6500
N4 -1.477 0.257 2.351  -1.4421
N5 -1.681 -0.305 1.105  1.1409
C18 -2.743 -1.025 0.995  1.4765
C19 -3.713 -1.297 2.098  -1.5474
C20 -3.029 -1.582 -0.351  0.1684
C21 -4.146 -2.369 -0.620  -1.0622
C22 -4.371 -2.769 -1.928  -0.4408
C23 -3.482 -2.387 -2.919  -0.8867
C24 -2.379 -1.626 -2.555  -0.3252
N6 -2.166 -1.239 -1.310  0.3904
H11 -2.162 0.758 6.242  0.3335
H12 -2.355 2.334 5.457  0.3230
H13 -2.750 0.854 4.576  0.1641
H14 0.041 1.665 5.513  0.4885
H15 -0.339 0.161 4.665  0.2369
H16 0.352 2.535 3.470  0.2920
H17 -3.429 -0.765 2.998  0.0764
H18 -4.718 -0.995 1.800  0.3780
H19 -3.739 -2.369 2.312  0.3404
H20 -4.829 -2.662 0.163  0.4459
H21 -5.238 -3.371 -2.169  0.4065
H22 -3.630 -2.667 -3.952  0.4002
H23 -1.636 -1.314 -3.281  0.4981
N7 7.805 -2.118 4.287  -0.5921
C25 6.852 -1.755 3.750  0.0783
C26 5.670 -1.303 3.086  0.6390
C27 5.556 -1.428 1.694  -0.8779
C28 4.413 -1.002 1.057  -0.3203
C29 3.348 -0.423 1.785  0.0537
C30 3.490 -0.295 3.179  -0.4558
C31 4.627 -0.735 3.823  -0.7482
C32 2.181 -0.008 1.120  0.4308
C33 1.123 0.397 0.637  -0.3516
H24 6.362 -1.872 1.124  0.4376
H25 4.316 -1.110 -0.016  0.4253
H26 2.686 0.156 3.746  0.5271
H27 4.722 -0.633 4.896  0.4345

Record 6
Formula: C28H26AuCl3N10O2Si
Source: the Open Molecules 2025 dataset
Level of theory: ωB97M-V/def2-TZVPD

Computed properties:
- maximum force (eV/Å) = 0.41
- net charge = +2
- energy above the lowest of the compared OMol25 structures with the same formula, charge and spin (kcal per mole) = 0.0

Last column: Mulliken charge in e.
Atoms and positions in Å:
Au1 -1.703 1.749 -0.480  1.2162
C1 -1.229 -1.376 4.029  -1.4789
N1 -1.613 -0.274 3.125  0.8642
C2 -1.437 -0.179 1.824  0.1754
N2 -1.860 1.028 1.429  -0.0328
C3 -2.256 1.644 2.586  -0.5324
N3 -2.127 0.870 3.624  -0.8563
C4 0.178 -1.191 4.530  1.1586
C5 0.428 -0.880 5.859  -0.7904
C6 1.736 -0.699 6.295  -0.7514
C7 2.791 -0.802 5.407  -0.9653
C8 2.540 -1.108 4.069  -0.2623
C9 1.237 -1.319 3.641  0.2726
C10 3.648 -1.197 3.121  0.5511
N4 4.911 -1.142 3.348  -0.4791
N5 5.534 -1.241 2.106  -0.4511
C11 4.595 -1.347 1.235  0.6457
O1 3.355 -1.328 1.799  -0.1550
C12 4.704 -1.461 -0.217  -0.1932
C13 5.964 -1.505 -0.804  -0.9127
C14 6.069 -1.603 -2.182  -0.6796
C15 4.929 -1.645 -2.970  -0.9706
C16 3.667 -1.601 -2.384  0.9182
C17 2.455 -1.671 -3.287  -1.1157
N6 1.215 -1.319 -2.600  0.8176
C18 0.846 -0.138 -2.109  -0.6272
N7 -0.305 -0.258 -1.455  0.4639
C19 -0.590 -1.585 -1.599  -0.6973
N8 0.307 -2.258 -2.276  -1.0015
C20 3.558 -1.515 -1.006  -0.1064
H1 -1.353 -2.300 3.465  0.3469
H2 -1.956 -1.358 4.837  0.4426
H3 -1.025 -0.945 1.189  0.4883
H4 -2.658 2.644 2.628  0.4978
H5 -0.394 -0.781 6.557  0.4195
H6 1.928 -0.467 7.334  0.4268
H7 3.811 -0.652 5.732  0.5657
H8 1.060 -1.594 2.607  0.5713
H9 6.845 -1.462 -0.178  0.5517
H10 7.045 -1.641 -2.646  0.4131
H11 5.024 -1.713 -4.047  0.4874
H12 2.296 -2.676 -3.674  0.3355
H13 2.569 -0.997 -4.136  0.4825
H14 1.435 0.757 -2.221  0.5156
H15 -1.473 -2.058 -1.200  0.5916
H16 2.589 -1.505 -0.523  0.7745
C21 -2.375 4.513 -3.679  -1.4698
C22 -2.297 3.120 -3.139  0.6733
O2 -1.500 2.882 -2.189  -0.4422
N9 -3.027 2.180 -3.714  0.0540
C23 -2.937 0.751 -3.421  -0.9017
C24 -3.921 0.330 -2.358  0.9561
C25 -5.041 -0.417 -2.672  -0.8240
C26 -5.962 -0.717 -1.678  -0.3318
C27 -5.737 -0.239 -0.400  -0.8915
C28 -4.590 0.494 -0.160  -0.1477
N10 -3.687 0.767 -1.108  -0.1401
H17 -1.726 5.164 -3.102  0.3394
H18 -3.401 4.879 -3.616  0.3956
H19 -2.075 4.530 -4.727  0.3782
H20 -3.662 2.478 -4.441  0.2910
H21 -1.915 0.528 -3.114  -0.1931
H22 -3.125 0.214 -4.348  0.5493
H23 -5.194 -0.752 -3.689  0.4464
H24 -6.843 -1.302 -1.904  0.4581
H25 -6.434 -0.426 0.405  0.4465
H26 -4.384 0.879 0.829  0.4762
Cl1 1.418 1.486 1.253  0.1783
Si1 0.254 2.841 0.311  0.1780
Cl2 -0.368 4.308 1.538  -0.1915
Cl3 1.243 3.612 -1.261  -0.2221

Record 7
Formula: C14H17F3N4O5
Source: the Open Molecules 2025 dataset
Level of theory: ωB97M-V/def2-TZVPD

Computed properties:
- maximum force (eV/Å) = 1.19
- structure (SMILES) = O=[N+]([O-])c1cc(C(F)(F)F)cc([N+](=O)[O-])c1NCCCN1CCOCC1
- energy above the lowest of the compared OMol25 structures with the same formula, charge and spin (kcal per mole) = 0.1

Last column: Mulliken charge in e.
Atoms and positions in Å:
O1 -1.573 -1.711 3.902  -0.7631
N1 -2.153 -0.650 4.106  1.1527
O2 -2.779 -0.422 5.118  -0.6521
C1 -2.088 0.373 3.111  -0.9362
C2 -2.803 1.535 3.381  -0.7094
C3 -2.795 2.596 2.498  -0.3196
C4 -2.135 2.462 1.278  -0.8671
C5 -1.460 1.299 0.978  0.3824
C6 -1.310 0.233 1.916  1.4544
N2 -0.468 -0.782 1.756  0.0080
C7 0.641 -0.929 0.848  -1.3436
H1 0.868 0.010 0.341  0.4132
C8 0.411 -2.023 -0.196  -0.5289
H2 -0.481 -1.785 -0.774  0.2057
H3 0.252 -2.981 0.299  0.4746
C9 1.629 -2.126 -1.122  -0.8844
N3 1.945 -0.830 -1.694  0.2668
C10 1.140 -0.453 -2.847  -0.5409
C11 1.620 -1.126 -4.140  -0.6190
O3 2.989 -0.872 -4.378  -0.4078
C12 3.783 -1.296 -3.293  -0.4589
C13 3.347 -0.603 -1.995  -0.8687
H4 3.961 -0.943 -1.160  0.4553
H5 3.481 0.476 -2.115  0.3470
H6 4.811 -1.034 -3.547  0.3678
H7 3.708 -2.390 -3.177  0.3069
H8 1.083 -0.728 -5.001  0.3965
H9 1.450 -2.214 -4.086  0.3059
H10 0.096 -0.704 -2.663  0.2565
H11 1.225 0.632 -2.959  0.2721
H12 2.490 -2.452 -0.532  0.5739
H13 1.428 -2.898 -1.878  0.2720
H14 1.516 -1.195 1.452  0.4531
H15 -0.555 -1.512 2.467  0.3250
N4 -1.070 1.154 -0.407  1.1469
O4 -0.504 2.078 -0.939  -0.6230
O5 -1.432 0.136 -0.958  -0.5807
H16 -2.185 3.247 0.537  0.5226
C14 -3.507 3.881 2.815  0.9324
F1 -4.407 3.747 3.794  -0.2741
F2 -4.158 4.374 1.751  -0.2697
F3 -2.650 4.841 3.209  -0.2601
H17 -3.361 1.586 4.305  0.6158

Record 8
Formula: C3H12N2O
Source: the Open Molecules 2025 dataset
Level of theory: ωB97M-V/def2-TZVPD

Computed properties:
- maximum force (eV/Å) = 4.58
- structure (SMILES) = CCO.NCN
- energy above the lowest of the compared OMol25 structures with the same formula, charge and spin (kcal per mole) = 41.7

Last column: Mulliken charge in e.
Atoms and positions in Å:
C1 1.157 -0.127 -1.984  -0.0106
O1 1.945 0.662 -2.817  -0.5318
C2 1.917 -1.440 -1.796  -0.9672
H1 0.155 -0.308 -2.320  0.2958
H2 1.052 0.470 -1.038  0.0662
H3 1.412 1.481 -2.897  0.2996
H4 2.993 -1.422 -2.206  0.2916
H5 1.576 -2.045 -2.583  0.2963
H6 1.690 -1.849 -0.776  0.2529
N1 -0.950 1.271 1.993  -0.7423
C3 -1.685 0.035 1.778  -0.3489
N2 -2.388 -0.466 2.928  -0.5883
H7 -1.373 1.849 1.152  0.3046
H8 -0.046 1.286 1.496  0.2859
H9 -1.091 -0.812 1.433  0.3057
H10 -2.403 0.157 0.945  0.3207
H11 -2.753 0.374 3.304  0.2323
H12 -1.755 -0.916 3.583  0.2375

Q: Among the records above, which one has the lowest maximum force?
A: C28H26AuCl3N10O2Si